--- w ---
Here is an isolated molecule of C10H11NO from the OMol25 dataset. Energies are from ωB97M-V with the def2-TZVPD basis set.

Geometry (Å):
C 1.41450 -1.76335 -2.69876
C 1.07839 -0.68017 -1.88346
C 0.29909 -0.80297 -0.80147
C -0.07882 -2.04441 -0.11192
C -0.60548 -1.82259 1.10628
C -0.46332 -0.44543 1.32448
C -0.76196 1.53891 2.42666
C -0.82878 2.38546 1.17505
C -0.36468 1.73488 -0.13031
C -0.03751 0.37563 0.10976
H 2.37003 -1.73000 -2.99194
H 1.23329 -2.70762 -2.47464
H 0.86652 -1.95425 -3.83898
H 1.25877 0.38823 -2.23076
H -0.21435 -3.07395 -0.52384
H -1.42879 -2.47054 1.42966
H 0.27429 1.75004 2.90688
H -1.42830 1.90224 3.37258
H -2.02371 2.74366 1.12057
H -0.07996 3.23866 1.39069
H -0.58940 2.06706 -1.23552
N -1.00128 0.12882 2.37777
O 1.11145 1.24170 0.18124

## Properties
Spin multiplicity: 1
Lowest unoccupied orbital energy: 0.1 eV
Structure (SMILES): C/C=C1\C=CC2=NCC[C@H]3O[C@]213
Total charge: 0

--- x ---
Here is an isolated molecule of C10H11NO from the OMol25 dataset. Energies are from ωB97M-V with the def2-TZVPD basis set.

Geometry (Å):
C 2.40045 -1.80657 0.24063
C 2.33742 -0.31688 -0.01552
C 1.13004 1.79765 -0.24504
C -0.30044 2.23844 0.15527
C -1.09597 0.95808 0.06153
C -2.48013 0.77468 0.09981
C -3.00729 -0.50916 0.01129
C -2.12799 -1.59027 -0.13085
C -0.74351 -1.42982 -0.18128
C -0.22673 -0.13968 -0.05729
H 2.12877 -2.32131 -0.68247
H 3.41259 -2.09565 0.50283
H 1.72207 -2.15504 1.05402
H 1.35056 2.05311 -1.27887
H 1.88932 2.17850 0.41258
H -0.70460 3.00009 -0.51505
H -0.27272 2.60968 1.19789
H -3.14118 1.64353 0.15934
H -4.08028 -0.66436 0.01068
H -2.51404 -2.60881 -0.24390
H -0.14043 -2.29503 -0.38103
N 1.11520 0.33274 -0.07668
O 3.34889 0.34605 -0.09790

## Properties
Spin multiplicity: 1
Lowest unoccupied orbital energy: 0.9 eV
Structure (SMILES): CC(=O)N1CCc2ccccc21
Total charge: 0

Verdict on stability: x comes out on top.

--- w ---
Here is a structure of composition C4H12O4 from the OMol25 dataset. Energies are from ωB97M-V with the def2-TZVPD basis set.

Geometry (Å):
C 2.13670 0.54330 -0.90142
C 2.28120 0.62847 0.59660
O 1.60742 -0.94061 -1.37293
O 1.11077 1.17393 -1.47750
H 0.88014 -0.02530 -1.82250
H 1.07888 -1.33020 -0.64845
H 3.09638 0.58048 -1.43520
H 3.07079 -0.03167 0.95749
H 2.54893 1.65887 0.84017
H 1.34069 0.39345 1.09362
C -1.56281 0.41994 0.58865
C -2.92716 -0.01154 0.08538
O -0.87536 -0.60923 1.31802
O -0.52301 -1.66273 0.37026
H -0.89282 -2.44002 0.81050
H -0.91557 0.78754 -0.21273
H -1.64387 1.20277 1.34795
H -3.55426 -0.36420 0.90635
H -2.83081 -0.80749 -0.65321
H -3.42623 0.83423 -0.39106

## Properties
Spin multiplicity: 1
Lowest unoccupied orbital energy: 0.6 eV
Total charge: 0

--- x ---
Here is a cluster of 4 separate species, C4H12O4 in total from the OMol25 dataset. Energies are from ωB97M-V with the def2-TZVPD basis set.

Geometry (Å):
C -1.61717 -0.76009 -2.23916
C -1.98842 0.03833 -1.05327
C -1.34422 -0.17888 0.14744
C -0.16854 -0.87924 0.46808
O 0.18872 -1.07680 1.69897
H -0.76617 -1.37295 -1.95825
H -1.37258 -0.14426 -3.11097
H -2.99248 0.47107 -0.95520
H -1.81876 0.24795 1.02508
H 0.46088 -1.37095 -0.25272
H 0.72026 -0.24364 2.19468
H -0.08084 0.98122 -1.53884
H -2.42861 -1.44148 -2.51252
O 0.81515 1.29216 -1.38011
H 1.93112 0.76036 3.58846
H 2.15156 0.54199 1.82308
O 1.82146 -0.01660 3.02781
H 3.12864 1.39062 0.81104
H 1.10784 0.75805 -0.62419
O 2.25216 1.00315 0.84059

## Properties
Spin multiplicity: 1
Lowest unoccupied orbital energy: -2.4 eV
Total charge: 0

Verdict on stability: x comes out on top.

--- w ---
Here is a cluster of 3 separate species, C4H12O4 in total from the OMol25 dataset. Energies are from ωB97M-V with the def2-TZVPD basis set.

Geometry (Å):
O -0.28589 0.76921 -3.33370
C -0.44719 1.00503 -2.15302
C 0.76172 0.80795 -1.26592
C 0.56339 0.79013 0.24284
C 1.76147 0.22886 0.96975
O 0.36575 2.11757 0.79658
H -1.49449 1.10513 -1.82093
H 1.49285 1.59631 -1.48307
H 1.29783 -0.10689 -1.51062
H -0.39613 0.28477 0.41752
H 1.80208 -0.85694 0.93641
H 1.79383 0.58903 1.99989
H 2.64989 0.71913 0.55992
H -0.39115 2.48968 0.32904
H -0.84008 -1.33030 2.01400
H -0.91611 -2.82329 1.83214
O -1.38864 -2.09046 2.25599
H -2.13287 -2.04982 -1.01597
H -2.11630 -1.85695 0.54339
O -2.07997 -1.38813 -0.31422

## Properties
Spin multiplicity: 1
Lowest unoccupied orbital energy: 0.4 eV
Structure (SMILES): C[C@@H](O)CC=O.O.O
Total charge: 0

--- x ---
Here is a cluster of 3 separate species, C4H12O4 in total from the OMol25 dataset. Energies are from ωB97M-V with the def2-TZVPD basis set.

Geometry (Å):
C 0.05105 0.18414 -0.85733
O -0.87806 -0.84339 -1.29990
C 1.26798 0.04648 -1.76583
C 2.62915 0.03141 -1.04457
C 3.65648 0.73758 -1.90028
O 4.86479 0.63409 -1.74128
H 0.10375 -0.00838 0.34247
H -0.43009 1.17947 -1.04440
H -1.24760 -0.59504 -2.06404
H 1.04237 0.81314 -2.56364
H 1.07979 -0.88254 -2.21168
H 2.58349 0.56970 0.05371
H 3.06400 -0.87948 -0.64185
H 3.26905 1.47974 -2.63665
H -3.97648 3.13030 1.60994
H -5.12399 3.97401 1.24384
O -4.41985 4.01421 1.86622
H -2.27351 -5.29918 4.91608
H -2.87789 -3.90002 4.51969
O -2.38443 -4.38624 5.21949

## Properties
Spin multiplicity: 1
Lowest unoccupied orbital energy: 0.4 eV
Structure (SMILES): O=CCCCO.O.O
Total charge: 0

Verdict on stability: w comes out on top.

--- w ---
Here is the ion C3H3ClNO2 with charge -1 from the OMol25 dataset. Energies are from ωB97M-V with the def2-TZVPD basis set.

Geometry (Å):
C -1.57523 0.68399 0.11603
C 0.61110 -0.60289 -0.49718
C -0.37293 0.05161 0.50447
N 1.56594 0.30518 -0.91408
O -1.76155 -0.52447 0.66548
O -2.24323 1.56040 -0.34433
Cl 2.66920 0.65805 0.38700
H 0.99257 -1.52361 0.00785
H 0.04155 -0.90275 -1.38712
H 0.07259 0.29450 1.46187

## Properties
Spin multiplicity: 1
Lowest unoccupied orbital energy: 3.9 eV
Total charge: -1

--- x ---
Here is a cluster of 2 separate species, C3H3ClNO2 in total from the OMol25 dataset. Energies are from ωB97M-V with the def2-TZVPD basis set.

Geometry (Å):
C 0.33637 -1.61961 -0.14493
C -3.43774 0.52820 0.86351
C 0.31374 -0.77176 2.21585
N 0.36717 -1.21386 0.95791
O -4.38957 1.08978 0.42577
O -3.06919 -0.38987 1.52460
Cl -1.83822 1.68268 0.57109
H 0.12312 -1.52875 2.90258
H -0.51477 -0.16635 2.33815
H 1.38447 -0.21323 2.30972

## Properties
Spin multiplicity: 1
Lowest unoccupied orbital energy: 3.7 eV
Total charge: -1

Verdict on stability: x comes out on top.

--- w ---
Here is an isolated molecule of C2H8N2O3 from the OMol25 dataset. Energies are from ωB97M-V with the def2-TZVPD basis set.

Geometry (Å):
C -0.38602 1.30227 -0.64778
C 0.38056 0.10594 0.07680
N -1.68133 -1.04360 -0.13074
N 2.49456 -0.61473 0.16361
O 0.42365 0.11893 1.43076
O -0.28086 -1.07025 -0.38889
O 1.59098 0.24049 -0.56393
H -0.64555 2.03084 0.18992
H 0.29696 1.83433 -1.38424
H -1.28382 0.83998 -1.18627
H -2.14709 -1.83474 -0.46737
H -1.61831 -1.04866 1.01246
H 3.42014 -0.22234 -0.11345
H 2.47387 -1.49689 -0.45566
H 1.25724 -0.28711 1.61632

## Properties
Spin multiplicity: 1
Lowest unoccupied orbital energy: 0.8 eV
Structure (SMILES): CC(O)(ON)ON
Total charge: 0

--- x ---
Here is a cluster of 2 separate species, C2H8N2O3 in total from the OMol25 dataset. Energies are from ωB97M-V with the def2-TZVPD basis set.

Geometry (Å):
N -0.31133 -0.70619 2.24410
C 0.49087 0.37456 2.63763
O 1.55496 0.55964 1.81503
O 0.33841 1.05431 3.60700
H -0.74810 -0.55416 1.33588
H -0.99335 -0.90124 2.96876
H 1.45925 -0.06076 1.07989
N -0.55860 -0.03874 -2.97446
C 0.12906 -0.36230 -1.77900
O -0.38366 0.26230 -0.56189
H -1.53944 -0.24763 -2.92463
H -0.39786 0.91002 -3.29759
H 0.03615 -1.42197 -1.55543
H 1.17435 -0.07605 -1.90377
H -0.25072 1.20823 -0.69150

## Properties
Spin multiplicity: 1
Lowest unoccupied orbital energy: 0.5 eV
Structure (SMILES): NC(=O)O.NCO
Total charge: 0

Verdict on stability: x comes out on top.

--- w ---
Here is an isolated molecule of C20H21N3O2S from the OMol25 dataset. Energies are from ωB97M-V with the def2-TZVPD basis set.

Geometry (Å):
C -2.08487 3.18965 -2.30792
C -1.38407 1.87143 -2.36938
N -0.14879 1.83687 -1.91135
C 0.51467 0.68875 -1.93871
N 1.77975 0.73118 -1.42545
C 2.46421 -0.35033 -1.39160
N 2.03500 -1.54244 -1.87487
C 0.76116 -1.72897 -2.42460
O 0.44671 -2.83245 -2.81385
C -0.04027 -0.51359 -2.44019
C -1.36145 -0.47628 -2.92915
C -2.02141 0.73830 -2.88345
H -3.03530 0.81691 -3.24686
C -2.02997 -1.69022 -3.47553
H -3.04452 -1.46186 -3.79258
H -2.05127 -2.47847 -2.72523
H -1.46516 -2.08209 -4.31951
H 2.63054 -2.36097 -1.82266
S 4.02953 -0.32622 -0.62772
C 4.05546 1.39260 -0.05038
H 4.40178 2.02454 -0.86877
H 4.79209 1.41675 0.75554
C 2.72897 1.96322 0.45961
O 2.50296 3.13211 0.26647
C 1.84741 1.08794 1.26037
C 0.48283 1.38023 1.25541
C -0.41148 0.55719 1.90452
C 0.02784 -0.56730 2.59831
C 1.39285 -0.82382 2.64230
C 2.29779 -0.01350 1.98170
H 3.35187 -0.23861 2.04678
H 1.75536 -1.67807 3.19691
C -0.94666 -1.49221 3.28272
C -1.73631 -0.75281 4.36474
H -2.34972 0.03193 3.92960
H -1.05858 -0.29911 5.08451
H -2.38854 -1.44566 4.89171
C -1.88985 -2.12714 2.25776
H -1.32154 -2.65122 1.49196
H -2.50006 -1.36950 1.77228
H -2.55076 -2.83963 2.74626
H -0.37686 -2.29456 3.76471
H -1.46522 0.78984 1.86671
H 0.14989 2.24165 0.69740
H -2.41969 3.48622 -3.30010
H -2.96023 3.11995 -1.66412
H -1.40612 3.93972 -1.91429

## Properties
Spin multiplicity: 1
Lowest unoccupied orbital energy: 0.4 eV
Structure (SMILES): Cc1cc(C)c2c(=O)[nH]c(SCC(=O)c3ccc(C(C)C)cc3)nc2n1
Total charge: 0

--- x ---
Here is an isolated molecule of C20H21N3O2S from the OMol25 dataset. Energies are from ωB97M-V with the def2-TZVPD basis set.

Geometry (Å):
C -3.48963 -3.55503 1.77891
H -3.11739 -4.57351 1.71240
H -3.27952 -3.04943 0.83892
H -4.56811 -3.59991 1.91239
C -2.85542 -2.79694 2.94435
C -1.38568 -2.52296 2.75028
C -0.53416 -3.49595 2.24314
C 0.80721 -3.24015 2.02520
C 1.33037 -1.99537 2.32904
C 0.51021 -1.02078 2.86191
C -0.84288 -1.27274 3.06875
N -1.65827 -0.26870 3.62505
C -1.66320 1.06524 3.33757
O -2.23568 1.85192 4.06596
C -0.98521 1.47513 2.07867
C -1.11351 0.72393 0.91469
C -0.47667 1.17322 -0.22030
C 0.28703 2.36233 -0.23112
C 0.38215 3.11336 0.93577
C -0.25976 2.66908 2.07160
H -0.20798 3.23988 2.98640
H 0.95035 4.02943 0.92987
N 0.86634 2.66490 -1.42637
C 0.59140 1.79707 -2.33520
N 0.96645 1.90058 -3.61922
C 0.91633 0.79047 -4.54263
H 0.18510 0.05435 -4.20907
H 0.61890 1.17840 -5.52240
C 2.31192 0.15942 -4.64871
H 2.33020 -0.61735 -5.41425
O 3.26863 1.11851 -5.03498
C 3.33003 2.18734 -4.11589
H 4.08352 2.87576 -4.50014
C 1.96971 2.88250 -3.98549
H 1.99877 3.65409 -3.21797
H 1.68344 3.31674 -4.94817
H 3.64213 1.81754 -3.12730
H 2.58609 -0.27901 -3.67630
S -0.44537 0.43707 -1.80225
H -1.70422 -0.17807 0.88963
H -2.21808 -0.52465 4.42881
H 0.91119 -0.05376 3.12606
H 2.37711 -1.78719 2.16693
H 1.44337 -4.01326 1.62118
H -0.92759 -4.47265 2.00745
H -2.99595 -3.37221 3.86524
H -3.38367 -1.84868 3.06162

## Properties
Spin multiplicity: 1
Lowest unoccupied orbital energy: 0.5 eV
Structure (SMILES): CCc1ccccc1NC(=O)c1ccc2nc(N3CCOCC3)sc2c1
Total charge: 0

Verdict on stability: w comes out on top.